Density functional theory data (ωB97M-V/def2-TZVPD) for a structure of composition C25H35MgN2S2.

Geometry as ORCA input:
```
! wB97M-V def2-TZVPD RIJCOSX def2/J DEFGRID3
* xyz -1 1
Mg -0.704 0.166 -0.162
C 0.884 -3.676 -3.204
C 0.723 -2.233 -2.722
C -0.084 -1.412 -3.737
C 2.048 -1.544 -2.470
C 3.069 -1.640 -3.405
C 4.264 -0.959 -3.238
C 4.434 -0.144 -2.135
C 3.441 -0.017 -1.170
C 3.634 0.974 -0.034
C 3.826 2.392 -0.584
C 4.799 0.575 0.876
C 2.252 -0.755 -1.320
N 1.247 -0.700 -0.332
C 1.516 -1.139 0.859
C 0.609 -1.071 1.930
C 0.742 -1.627 3.212
C -0.443 -1.345 3.873
C -1.260 -0.635 2.965
N -0.629 -0.479 1.795
C -2.656 -0.113 3.210
C -3.664 -1.018 2.484
C -2.958 -0.127 4.713
C -2.788 1.321 2.688
H -0.089 -4.170 -3.220
H 1.549 -4.241 -2.547
H 1.291 -3.711 -4.217
H 0.165 -2.257 -1.786
H 0.437 -1.387 -4.698
H -0.220 -0.388 -3.388
H -1.075 -1.846 -3.879
H 2.928 -2.253 -4.287
H 5.050 -1.050 -3.977
H 5.357 0.415 -2.028
H 2.727 0.994 0.567
H 4.735 2.465 -1.186
H 3.900 3.107 0.238
H 2.974 2.671 -1.204
H 5.733 0.519 0.312
H 4.623 -0.401 1.331
H 4.924 1.308 1.676
H 2.484 -1.605 1.067
H 1.606 -2.151 3.597
H -0.685 -1.619 4.888
H -3.560 -2.053 2.821
H -3.499 -0.983 1.406
H -4.685 -0.685 2.691
H -2.964 -1.148 5.100
H -3.939 0.313 4.900
H -2.208 0.446 5.262
H -2.675 1.359 1.605
H -2.029 1.968 3.135
H -3.776 1.717 2.938
C -4.773 1.685 -1.022
C -3.268 1.475 -1.080
S -2.799 -0.214 -1.306
C -2.418 2.513 -0.961
C -2.917 3.924 -0.751
S -0.652 2.421 -0.982
H -5.269 0.718 -1.034
H -5.132 2.262 -1.880
H -5.075 2.212 -0.112
H -3.996 4.015 -0.884
H -2.423 4.598 -1.454
H -2.658 4.263 0.257
*
```

The calculation puts the calculated total energy at -56594.768 eV. The value obtained for the frontier orbital gap is 6.0 eV. The HOMO energy comes out at -3.30 eV.

Here is what natural (NBO) gives for the atomic charges, in e: atom 1 (Mg): 1.646, atom 2 (C): -0.598, atom 3 (C): -0.239, atom 4 (C): -0.603, atom 5 (C): -0.030, atom 6 (C): -0.216, atom 7 (C): -0.222, atom 8 (C): -0.217, atom 9 (C): -0.046, atom 10 (C): -0.253, atom 11 (C): -0.595, atom 12 (C): -0.592, atom 13 (C): 0.222, atom 14 (N): -0.694, atom 15 (C): 0.167, atom 16 (C): -0.065, atom 17 (C): -0.235, atom 18 (C): -0.349, atom 19 (C): 0.217, atom 20 (N): -0.671, atom 21 (C): -0.102, atom 22 (C): -0.606, atom 23 (C): -0.594, atom 24 (C): -0.589, atom 25 (H): 0.209, atom 26 (H): 0.205, atom 27 (H): 0.191, atom 28 (H): 0.217, atom 29 (H): 0.187, atom 30 (H): 0.240, atom 31 (H): 0.215, atom 32 (H): 0.203, atom 33 (H): 0.201, atom 34 (H): 0.200, atom 35 (H): 0.224, atom 36 (H): 0.189, atom 37 (H): 0.204, atom 38 (H): 0.233, atom 39 (H): 0.195, atom 40 (H): 0.204, atom 41 (H): 0.204, atom 42 (H): 0.175, atom 43 (H): 0.205, atom 44 (H): 0.208, atom 45 (H): 0.198, atom 46 (H): 0.250, atom 47 (H): 0.193, atom 48 (H): 0.201, atom 49 (H): 0.201, atom 50 (H): 0.206, atom 51 (H): 0.231, atom 52 (H): 0.206, atom 53 (H): 0.194, atom 54 (C): -0.649, atom 55 (C): -0.193, atom 56 (S): -0.630, atom 57 (C): -0.200, atom 58 (C): -0.639, atom 59 (S): -0.640, atom 60 (H): 0.220, atom 61 (H): 0.198, atom 62 (H): 0.199, atom 63 (H): 0.195, atom 64 (H): 0.209, atom 65 (H): 0.206



Density functional theory data (ωB97M-V/def2-TZVPD) for a structure of composition C25H36Cl2CoF4NO13S2 at a distorted geometry.

Geometry as ORCA input:
```
! wB97M-V def2-TZVPD RIJCOSX def2/J DEFGRID3
* xyz 2 5
Co 17.771 -7.579 -6.716
N 15.922 -8.064 -6.201
S 14.511 -7.320 -6.212
O 13.847 -6.989 -4.913
O 13.659 -7.431 -7.361
F 15.277 -5.974 -6.516
S 15.122 -9.446 -5.570
O 14.096 -9.912 -6.507
O 14.901 -9.473 -4.106
F 16.328 -10.507 -5.887
C 12.662 -13.070 -8.113
Cl 11.957 -14.532 -7.222
Cl 14.391 -13.315 -7.928
H 12.359 -12.956 -9.154
H 12.490 -12.144 -7.564
C 14.567 -13.892 -3.688
C 13.931 -12.664 -3.072
O 13.293 -11.845 -4.018
C 12.010 -11.962 -4.063
O 11.342 -12.631 -3.267
O 11.501 -11.130 -4.957
C 10.147 -11.215 -5.189
H 15.172 -13.584 -4.541
H 13.707 -14.493 -3.982
H 15.201 -14.396 -2.959
H 14.713 -11.969 -2.769
H 13.497 -12.854 -2.090
H 9.889 -10.269 -5.664
H 9.506 -11.419 -4.332
H 10.045 -12.017 -5.920
C 14.153 -9.957 -10.412
C 14.374 -8.482 -10.351
O 15.486 -8.276 -9.443
C 16.389 -7.245 -9.569
O 17.208 -7.046 -8.721
O 16.259 -6.495 -10.760
C 17.209 -5.405 -10.817
H 14.905 -10.494 -10.990
H 13.215 -10.311 -10.839
H 14.334 -10.482 -9.473
H 13.496 -7.914 -10.044
H 14.382 -8.093 -11.369
H 17.120 -4.751 -9.949
H 17.097 -4.819 -11.729
H 18.276 -5.609 -10.719
C 20.614 -12.900 -6.606
C 19.197 -12.723 -7.259
O 18.687 -11.376 -7.063
C 19.118 -10.336 -7.923
O 18.732 -9.178 -7.789
O 20.023 -10.740 -8.821
C 20.551 -9.974 -9.992
H 20.438 -13.259 -5.592
H 21.157 -11.955 -6.604
H 21.256 -13.594 -7.148
H 18.472 -13.318 -6.703
H 19.106 -13.055 -8.293
H 20.127 -10.414 -10.894
H 21.628 -10.140 -10.042
H 20.298 -8.914 -10.016
F 10.263 -10.863 -8.049
C 10.172 -9.980 -9.032
C 9.465 -10.258 -10.188
C 9.287 -9.399 -11.239
C 9.832 -8.123 -11.044
C 10.608 -7.777 -9.892
C 10.761 -8.753 -8.947
H 8.957 -11.211 -10.171
H 8.870 -9.558 -12.222
H 9.576 -7.303 -11.698
H 11.010 -6.799 -9.669
H 11.399 -8.391 -8.153
F 13.931 -5.488 1.346
C 14.056 -5.332 0.052
C 13.483 -4.158 -0.555
C 13.797 -3.868 -1.882
C 14.399 -4.794 -2.690
C 14.886 -5.941 -2.014
C 14.754 -6.183 -0.671
H 13.039 -3.345 -0.001
H 13.585 -2.908 -2.329
H 14.606 -4.551 -3.722
H 15.355 -6.705 -2.616
H 15.227 -7.016 -0.172
*
```

The calculation puts the calculated total energy at -149805.535 eV. The value obtained for the frontier orbital gap (alpha / beta) is 4.8 / 2.4 eV. The HOMO energy (alpha / beta) comes out at -12.41 / -12.41 eV.

Here is what Mulliken gives for the atomic charges, in e: atom 1 (Co): 0.954, atom 2 (N): 0.611, atom 3 (S): 0.296, atom 4 (O): -0.488, atom 5 (O): -0.232, atom 6 (F): -0.378, atom 7 (S): 0.508, atom 8 (O): -0.108, atom 9 (O): -0.460, atom 10 (F): -0.183, atom 11 (C): 0.212, atom 12 (Cl): -0.168, atom 13 (Cl): -0.133, atom 14 (H): 0.405, atom 15 (H): -0.337, atom 16 (C): -0.982, atom 17 (C): -0.372, atom 18 (O): -0.112, atom 19 (C): 0.528, atom 20 (O): -0.618, atom 21 (O): -0.044, atom 22 (C): -0.825, atom 23 (H): 0.156, atom 24 (H): 0.300, atom 25 (H): 0.409, atom 26 (H): 0.278, atom 27 (H): 0.420, atom 28 (H): 0.199, atom 29 (H): 0.356, atom 30 (H): 0.303, atom 31 (C): -1.016, atom 32 (C): -0.001, atom 33 (O): 0.075, atom 34 (C): 0.548, atom 35 (O): -0.310, atom 36 (O): -0.312, atom 37 (C): -0.728, atom 38 (H): 0.398, atom 39 (H): 0.365, atom 40 (H): 0.091, atom 41 (H): 0.052, atom 42 (H): 0.340, atom 43 (H): 0.296, atom 44 (H): 0.306, atom 45 (H): 0.271, atom 46 (C): -0.969, atom 47 (C): -0.272, atom 48 (O): -0.129, atom 49 (C): 0.539, atom 50 (O): -0.491, atom 51 (O): -0.288, atom 52 (C): -0.689, atom 53 (H): 0.325, atom 54 (H): 0.279, atom 55 (H): 0.326, atom 56 (H): 0.324, atom 57 (H): 0.310, atom 58 (H): 0.296, atom 59 (H): 0.286, atom 60 (H): 0.307, atom 61 (F): -0.144, atom 62 (C): -0.230, atom 63 (C): -0.168, atom 64 (C): -0.933, atom 65 (C): -0.356, atom 66 (C): -0.873, atom 67 (C): 0.511, atom 68 (H): 0.421, atom 69 (H): 0.444, atom 70 (H): 0.384, atom 71 (H): 0.531, atom 72 (H): 0.415, atom 73 (F): -0.194, atom 74 (C): 0.609, atom 75 (C): -0.434, atom 76 (C): -0.368, atom 77 (C): -0.288, atom 78 (C): 0.209, atom 79 (C): -0.543, atom 80 (H): 0.424, atom 81 (H): 0.402, atom 82 (H): 0.421, atom 83 (H): 0.282, atom 84 (H): 0.457



Density functional theory data (ωB97M-V/def2-TZVPD) for the molecule C25H36F2O5SSi at a distorted geometry.

Geometry as ORCA input:
```
! wB97M-V def2-TZVPD RIJCOSX def2/J DEFGRID3
* xyz 0 1
C -4.500 0.200 4.103
C -4.452 0.947 2.604
C -3.069 1.884 2.681
C -5.835 1.849 2.552
C -4.374 -0.267 1.521
C -4.453 0.114 -0.051
C -5.890 -0.444 -0.638
C -4.305 1.684 -0.457
C -3.229 -0.689 -0.861
C -1.651 -0.700 -0.335
C -0.419 -1.498 -1.064
C -0.705 -2.369 -2.423
O 0.289 -3.166 -3.158
C 1.472 -3.481 -2.342
C 2.621 -2.286 -2.478
O 2.936 -1.990 -3.887
C 3.455 -0.613 -4.053
C 5.033 -0.436 -3.605
Si 5.277 0.412 -1.883
F 6.823 1.311 -1.782
C 5.430 -1.025 -0.573
O 6.112 -0.621 0.667
C 5.257 0.205 1.533
C 6.016 1.475 2.307
C 5.128 2.433 3.313
C 3.522 2.177 3.578
C 2.735 0.913 2.838
C 3.663 -0.023 1.843
S 3.721 1.835 -1.370
O 3.391 2.731 -2.594
O 2.377 1.151 -0.909
F 4.207 2.829 -0.026
C -2.253 -2.357 -3.033
C -3.495 -1.536 -2.276
H -3.631 -0.613 4.153
H -4.372 0.962 4.983
H -5.567 -0.326 4.158
H -2.457 1.605 3.662
H -2.336 1.664 1.773
H -3.336 3.031 2.776
H -6.009 2.235 3.669
H -5.623 2.814 1.916
H -6.745 1.210 2.183
H -5.299 -0.987 1.752
H -3.418 -0.920 1.809
H -6.012 -0.271 -1.807
H -6.819 -0.046 -0.019
H -5.863 -1.629 -0.499
H -5.312 2.222 -0.161
H -4.263 1.731 -1.648
H -3.339 2.225 -0.080
H -1.452 -0.065 0.655
H 0.649 -1.452 -0.569
H 1.960 -4.470 -2.796
H 1.224 -3.753 -1.215
H 3.604 -2.747 -2.004
H 2.306 -1.276 -1.975
H 3.422 -0.399 -5.227
H 2.766 0.211 -3.566
H 5.534 0.244 -4.433
H 5.615 -1.463 -3.563
H 6.137 -1.837 -1.087
H 4.413 -1.568 -0.357
H 7.181 1.628 2.112
H 5.707 3.311 3.864
H 2.840 2.850 4.290
H 1.593 0.716 3.013
H 3.106 -0.943 1.326
H -2.495 -2.948 -4.036
H -4.544 -1.594 -2.793
*
```

The calculation puts the calculated total energy at -60871.283 eV. The value obtained for the frontier orbital gap is 6.9 eV. Its structure (SMILES) is CC(C)(C)CC(C)(C)c1ccc(OCCOCC[Si@](F)(COc2ccccc2)S(=O)(=O)F)cc1. The HOMO energy comes out at -7.95 eV.

Here is what natural (NBO) gives for the atomic charges, in e: atom 1 (C): -0.634, atom 2 (C): -0.006, atom 3 (C): -0.648, atom 4 (C): -0.651, atom 5 (C): -0.440, atom 6 (C): -0.075, atom 7 (C): -0.637, atom 8 (C): -0.639, atom 9 (C): -0.011, atom 10 (C): -0.223, atom 11 (C): -0.316, atom 12 (C): 0.293, atom 13 (O): -0.520, atom 14 (C): -0.099, atom 15 (C): -0.117, atom 16 (O): -0.550, atom 17 (C): -0.083, atom 18 (C): -0.956, atom 19 (Si): 1.683, atom 20 (F): -0.628, atom 21 (C): -0.547, atom 22 (O): -0.536, atom 23 (C): 0.248, atom 24 (C): -0.244, atom 25 (C): -0.227, atom 26 (C): -0.237, atom 27 (C): -0.209, atom 28 (C): -0.291, atom 29 (S): 1.747, atom 30 (O): -0.823, atom 31 (O): -0.838, atom 32 (F): -0.470, atom 33 (C): -0.262, atom 34 (C): -0.227, atom 35 (H): 0.212, atom 36 (H): 0.217, atom 37 (H): 0.210, atom 38 (H): 0.214, atom 39 (H): 0.212, atom 40 (H): 0.224, atom 41 (H): 0.218, atom 42 (H): 0.220, atom 43 (H): 0.221, atom 44 (H): 0.221, atom 45 (H): 0.236, atom 46 (H): 0.221, atom 47 (H): 0.226, atom 48 (H): 0.224, atom 49 (H): 0.220, atom 50 (H): 0.229, atom 51 (H): 0.234, atom 52 (H): 0.228, atom 53 (H): 0.235, atom 54 (H): 0.212, atom 55 (H): 0.209, atom 56 (H): 0.168, atom 57 (H): 0.205, atom 58 (H): 0.220, atom 59 (H): 0.212, atom 60 (H): 0.284, atom 61 (H): 0.278, atom 62 (H): 0.245, atom 63 (H): 0.234, atom 64 (H): 0.253, atom 65 (H): 0.243, atom 66 (H): 0.242, atom 67 (H): 0.248, atom 68 (H): 0.225, atom 69 (H): 0.243, atom 70 (H): 0.232



Number 1: M 452.01 g/mol. Number 2: M 828.52 g/mol. Number 3: M 514.71 g/mol.